[1]
Computed, not measured: a molecular structure, C26H25HfN3O3S, with ωB97M-V with the def2-TZVPD basis set.

Calculated values
E_LUMO ... -15.967 eV
Total charge ... +4
HOMO energy ... -19.1618 eV
HOMO-LUMO gap ... 0.117 Ha
Electronic energy ... -50070.818 eV

Geometry as XYZ:
```
59
C26H25HfN3O3S (ωB97M-V with the def2-TZVPD basis set)
Hf -4.858 0.918 -2.621
S -0.815 0.523 4.795
O -3.460 -0.812 0.186
O -0.229 -2.028 -3.579
O -5.257 -1.969 -0.470
N 0.776 -0.259 -2.528
N -1.899 -0.126 3.752
N 0.519 0.174 4.014
C 3.297 1.578 2.283
C 3.308 0.237 2.875
C -0.400 0.510 -2.664
C -1.209 -0.656 2.772
C -1.716 -1.382 1.646
C 4.298 1.883 1.311
C -3.546 -1.838 -2.071
C 2.496 3.856 2.101
C -1.121 0.883 -1.524
C -2.307 1.595 -1.578
C 0.210 -0.494 2.881
C -4.185 -1.573 -0.742
C 1.386 -2.332 -0.243
C 0.528 -1.736 0.811
C -2.046 1.633 -4.007
C 2.585 -0.859 2.001
C 0.386 -1.685 -2.625
C -0.882 0.898 -3.913
C -3.189 -1.546 1.426
C 0.730 -2.724 -1.581
C 4.395 3.127 0.769
C -2.780 1.985 -2.872
C 1.124 -0.976 1.937
C -0.842 -1.912 0.748
C 2.394 2.614 2.648
C 3.507 4.149 1.152
H 5.034 1.151 1.005
H 5.174 3.372 0.062
H 1.751 -3.288 0.160
H -3.776 -1.117 2.229
H -0.718 0.607 -0.560
H 1.413 -0.071 -3.301
H 2.987 -1.817 2.358
H -2.803 1.834 -0.647
H -2.654 -2.452 -1.955
H -3.437 -2.593 1.263
H -4.255 -2.320 -2.732
H 1.638 2.464 3.402
H 4.358 -0.058 2.862
H -1.293 -2.470 -0.055
H -2.374 1.953 -4.989
H 3.605 5.147 0.751
H -0.316 0.619 -4.790
H -3.700 2.619 -2.944
H -0.156 -3.337 -1.474
H 2.271 -1.732 -0.421
H 1.466 -3.372 -2.060
H 2.961 -0.749 0.981
H 1.823 4.639 2.414
H -3.208 -0.918 -2.566
H 3.010 0.239 3.915
```

[2]
Computed, not measured: a molecular structure, C18H36ClCrF12O22P2, with ωB97M-V with the def2-TZVPD basis set.

Calculated values
E_LUMO (alpha / beta) ... -3.560 / -1.818 eV
Total charge ... 0
HOMO energy (alpha / beta) ... -8.7738 / -8.7728 eV
Multiplicity ... 4
HOMO-LUMO gap (alpha / beta) ... 0.192 / 0.256 Ha
Electronic energy ... -156426.925 eV

Geometry as XYZ:
```
92
C18H36ClCrF12O22P2 (ωB97M-V with the def2-TZVPD basis set)
Cr 0.125 -0.026 0.101
Cl -4.168 -1.412 -0.694
P 1.090 3.416 -1.569
P 2.771 -2.338 1.907
F 0.467 4.053 -0.211
F 4.070 -1.541 1.501
F 2.495 3.216 -0.922
F 3.649 -3.571 2.622
F 1.728 2.784 -2.883
F 0.610 1.974 -0.898
F 1.505 4.901 -2.070
F -0.273 3.706 -2.352
F 1.801 -1.146 1.212
F 2.608 -1.482 3.312
F 2.822 -3.188 0.530
F 1.388 -3.157 2.417
O -2.467 -1.887 2.866
O -1.324 1.452 0.673
O -5.236 -1.752 0.225
O 0.889 -3.400 -1.982
O 0.738 3.031 2.595
O -0.086 -2.043 -0.512
O -0.715 0.167 -1.861
O 1.929 -0.142 -1.280
O 1.606 -0.348 -3.584
O -1.721 -0.354 -3.860
O 3.563 -0.932 -2.755
O 2.900 2.513 2.227
O -0.688 -0.951 1.804
O 1.250 1.208 1.308
O -2.245 1.523 -2.930
O -4.527 -0.338 -1.544
O -2.784 3.181 0.747
O -0.418 -4.371 -0.426
O -2.983 -0.907 -0.033
O -0.918 -0.833 4.051
O -3.789 -2.610 -1.386
O -2.542 1.927 2.528
C -2.877 -2.607 4.077
C -3.055 2.923 3.444
C 0.110 -3.209 -0.900
C -1.274 -1.265 2.862
C 0.033 0.231 4.168
C 1.677 2.182 2.004
C 4.544 -1.288 -1.780
C 1.584 -4.688 -2.118
C 3.973 1.724 1.779
C -3.139 1.782 -4.017
C -2.141 2.187 1.284
C -1.414 -1.738 -3.868
C 2.158 -0.120 -4.816
C 1.048 4.252 3.222
C -1.405 0.463 -2.877
C -2.570 3.779 -0.532
C 2.384 -0.387 -2.390
C -1.322 -4.336 0.653
H -0.430 1.178 3.891
H -2.685 2.219 -4.906
H -4.084 3.184 3.196
H 3.062 0.486 -4.762
H -2.266 3.124 -1.348
H -1.900 -2.130 -4.761
H -3.541 0.827 -4.353
H -3.927 2.434 -3.640
H 2.283 -4.961 -1.327
H 4.537 -0.600 -0.934
H 5.489 -1.386 -2.314
H 0.938 0.230 3.560
H 1.443 0.584 -5.241
H -1.744 4.460 -0.325
H 4.862 2.081 2.299
H 4.268 -2.199 -1.249
H 4.233 1.843 0.727
H 1.427 4.985 2.509
H -2.907 2.614 4.479
H 0.897 -5.527 -2.223
H 2.312 -4.697 -2.929
H -3.111 -3.640 3.818
H 0.331 0.165 5.214
H -2.076 -2.692 4.811
H -0.906 -4.306 1.660
H 2.250 -0.925 -5.545
H 3.799 0.658 1.925
H -2.640 3.911 3.243
H 1.855 4.101 3.939
H -3.399 4.342 -0.960
H -3.812 -2.171 4.429
H -0.399 -2.111 -3.734
H -1.805 -5.311 0.596
H -2.034 -3.520 0.529
H 0.211 4.750 3.712
H -1.962 -2.213 -3.054
```